Entry 1:
ORCA calculation (ωB97M-V/def2-TZVPD) on a structure of composition C27H31IrN7S3Se2 in a non-equilibrium geometry.

Output
energy above the lowest of the compared OMol25 structures with the same formula, charge and spin	82.0	kcal per mole
2S+1	1
gap between HOMO and LUMO	4.5374	eV
HOMO	-15.07	eV
calculated total energy	-204942.929	eV
net charge	+3

```
71
C27H31IrN7S3Se2 ωB97M-V/def2-TZVPD
Ir 0.5349 0.1169 -1.6804
Se 2.5903 2.9079 -2.5183
Se 2.1408 0.9614 -3.7433
C 3.2570 -0.1540 -2.7129
C 4.5930 -0.3738 -2.9401
C 5.2308 -1.3079 -2.1269
C 4.4887 -1.9857 -1.1720
C 3.1421 -1.7010 -1.0204
N 2.5361 -0.7725 -1.7682
C 0.7488 3.3748 -2.3667
C 0.4247 4.7168 -2.3858
C -0.9158 5.0735 -2.4074
C -1.8632 4.0668 -2.4645
C -1.4454 2.7512 -2.4328
N -0.1547 2.3808 -2.3397
H 5.1171 0.1465 -3.7309
H 6.2830 -1.5216 -2.2643
H 4.9445 -2.7386 -0.5434
H 2.5338 -2.2377 -0.3122
H 1.2028 5.4684 -2.4099
H -1.2069 6.1159 -2.4220
H -2.9187 4.2894 -2.5321
H -2.1725 1.9634 -2.4899
C -3.6044 -1.2962 -3.7757
C -3.7510 -0.5611 -2.4433
S -2.2848 -0.0938 -1.4386
C -2.0260 -1.4385 -0.2772
C -1.3335 -2.6291 -0.8740
S 0.0877 -2.2102 -1.9192
C -0.5294 -1.9553 -3.6256
C -1.4247 -3.0362 -4.2192
S -3.1424 -3.0464 -3.6383
H -2.9321 -0.7834 -4.4630
H -4.5938 -1.3070 -4.2349
H -4.3880 -1.1184 -1.7558
H -4.2243 0.4043 -2.6334
H -2.9864 -1.7257 0.1538
H -1.4225 -0.9805 0.5061
H -1.9937 -3.2259 -1.5053
H -0.9440 -3.2750 -0.0845
H 0.4013 -1.9081 -4.1980
H -1.0150 -0.9870 -3.6655
H -1.0464 -4.0413 -4.0263
H -1.4323 -2.8892 -5.2997
C 1.0547 -1.7110 1.5310
C 1.1425 -0.2336 1.4019
N 0.8852 0.5299 0.3314
C 1.0809 1.8516 0.7097
C 1.4674 1.8713 2.0020
N 1.4947 0.5634 2.4229
C 1.8784 0.0981 3.7755
N 0.7701 -0.3940 4.5079
N 0.6267 -1.7543 4.6706
N -0.3628 -1.9767 5.4296
C -0.9125 -0.7650 5.8244
C -1.9975 -0.4901 6.6607
C -2.3390 0.8304 6.8294
C -1.6159 1.8657 6.2015
C -0.5396 1.6082 5.3805
C -0.1938 0.2651 5.2249
H 0.6446 -2.1433 0.6256
H 0.4330 -1.9944 2.3818
H 2.0379 -2.1448 1.7209
H 0.9024 2.6792 0.0503
H 1.7232 2.6910 2.6522
H 2.3485 0.9316 4.2938
H 2.5934 -0.7171 3.6885
H -2.5225 -1.2852 7.1723
H -3.1777 1.0873 7.4615
H -1.9186 2.8906 6.3698
H -0.0096 2.4094 4.8806
```

---

Entry 2:
ORCA calculation (ωB97M-V/def2-TZVPD) on a structure of composition C27H31MnN3O3Si.

Output
energy above the lowest of the compared OMol25 structures with the same formula, charge and spin	8.6	kcal per mole
2S+1	2
gap between HOMO and LUMO (spin up / spin down)	6.9684 / 6.4862	eV
HOMO (spin up / spin down)	-7.15 / -6.67	eV
calculated total energy	-78311.688	eV
<S²>	1.24

```
66
C27H31MnN3O3Si ωB97M-V/def2-TZVPD
Mn -1.1011 0.2223 0.1279
C -3.3250 2.8325 0.9844
O -2.1357 2.1108 1.2535
C -1.1399 2.7499 1.9406
C -1.1774 4.0869 2.3099
C -0.1143 4.6222 3.0277
C 0.9725 3.8334 3.3719
C 1.0058 2.5008 2.9918
C -0.0393 1.9578 2.2661
N -0.0960 0.6063 1.8028
N 0.6656 -0.1819 2.4386
C 0.6330 -1.5248 2.1559
C -0.4647 -2.1505 1.5279
O -1.4735 -1.5200 1.0090
C -0.4878 -3.5903 1.5139
C 0.5302 -4.3209 2.0200
C 1.6672 -3.7071 2.6305
C 2.7208 -4.4811 3.1542
C 3.7954 -3.8846 3.7579
C 3.8406 -2.4826 3.8484
C 2.8298 -1.7103 3.3381
C 1.7107 -2.3040 2.7157
H -3.1319 3.6489 0.2847
H -3.7584 3.2204 1.9080
H -4.0126 2.1214 0.5327
H -2.0156 4.7127 2.0459
H -0.1422 5.6649 3.3123
H 1.7961 4.2537 3.9313
H 1.8426 1.8645 3.2431
H -1.3512 -4.0648 1.0659
H 0.4917 -5.4035 1.9760
H 2.6643 -5.5601 3.0729
H 4.6025 -4.4832 4.1582
H 4.6880 -2.0057 4.3237
H 2.8775 -0.6328 3.4032
O -1.2921 2.1359 -1.3788
C -2.1295 1.8874 -2.4816
C -2.5733 0.4438 -2.5724
C -3.2564 0.0049 -3.6996
C -3.6229 -1.3232 -3.7933
C -3.2876 -2.1783 -2.7542
C -2.6090 -1.6665 -1.6662
N -2.2605 -0.3735 -1.5651
H -0.3975 1.7977 -1.5528
H -1.6446 2.1597 -3.4255
H -3.0080 2.5319 -2.3798
H -3.4704 0.7046 -4.4970
H -4.1442 -1.6897 -4.6676
H -3.5382 -3.2286 -2.7823
H -2.3247 -2.2846 -0.8262
C 1.3374 1.9550 -3.3614
Si 1.4725 0.2563 -2.5243
C 0.5439 -0.9816 -3.5972
C 3.3001 -0.1778 -2.5957
C 0.8493 0.2690 -0.7966
H 2.0605 2.0154 -4.1775
H 1.5690 2.7686 -2.6699
H 0.3570 2.1552 -3.8051
H 1.0559 -1.1606 -4.5445
H -0.4656 -0.6285 -3.8262
H 0.4456 -1.9401 -3.0831
H 3.6824 -0.1975 -3.6184
H 3.4897 -1.1530 -2.1427
H 3.8761 0.5608 -2.0334
H 1.4243 1.0292 -0.2452
H 1.1929 -0.6935 -0.3813
```

---

Entry 3:
ORCA calculation (ωB97M-V/def2-TZVPD) on the ion C27H31N2 with charge +1 in a non-equilibrium geometry.

Output
energy above the lowest of the compared OMol25 structures with the same formula, charge and spin	0.0	kcal per mole
2S+1	1
gap between HOMO and LUMO	7.7342	eV
HOMO	-10.10	eV
calculated total energy	-31476.608	eV
net charge	+1
SMILES	CN(C)c1ccc(C2([N@@H+]3CCCC3(C)C)c3ccccc3-c3ccccc32)cc1

```
60
C27H31N2 ωB97M-V/def2-TZVPD
C -5.6465 0.3244 2.2410
N -4.5511 0.0531 3.1452
C -4.9778 -0.3438 4.4673
C -3.2422 0.0393 2.7633
C -2.8233 0.7077 1.5841
C -1.4737 0.7711 1.2522
C -0.5448 -0.0587 1.9047
C 0.8979 -0.0897 1.4321
N 0.9189 0.0370 -0.0166
C -0.0482 -0.9280 -0.6916
C 0.4640 -1.1112 -2.1055
C 1.8014 -0.3877 -2.2341
C 2.2413 0.1062 -0.8363
C 3.3347 -0.8129 -0.3616
C 2.7521 1.5557 -0.8461
C 1.6926 -1.2946 1.9329
C 1.4146 -2.6495 1.8799
C 2.4018 -3.5489 2.3336
C 3.5945 -3.0865 2.9076
C 3.8169 -1.7163 3.0887
C 2.8452 -0.8420 2.6131
C 2.8442 0.6244 2.6301
C 3.7619 1.5321 3.1466
C 3.4405 2.8907 3.1037
C 2.1924 3.3203 2.6315
C 1.2633 2.3967 2.1221
C 1.6677 1.0798 2.0204
C -0.9403 -0.7001 3.0825
C -2.2562 -0.6242 3.5353
H -5.3362 0.7994 1.3084
H -6.1801 -0.6064 1.9959
H -6.3473 0.9808 2.7700
H -4.2927 0.0322 5.2383
H -5.9724 0.0937 4.6098
H -5.0557 -1.4380 4.5570
H -3.5460 1.2213 0.9514
H -1.1964 1.4367 0.4218
H 0.5122 0.9540 -0.2120
H -1.0355 -0.4439 -0.6784
H -0.0752 -1.8452 -0.0947
H -0.2754 -0.7073 -2.8064
H 0.5591 -2.1831 -2.3076
H 1.7413 0.4524 -2.9328
H 2.5576 -1.0715 -2.6383
H 4.0765 -0.8752 -1.1667
H 3.8665 -0.4193 0.5056
H 2.9675 -1.8270 -0.1769
H 3.5688 1.6352 -1.5767
H 1.9658 2.2709 -1.1274
H 3.1435 1.8308 0.1390
H 0.4614 -3.0214 1.5072
H 2.2214 -4.6253 2.2538
H 4.3501 -3.7989 3.2433
H 4.7114 -1.3047 3.5693
H 4.6902 1.1521 3.5700
H 4.1559 3.6304 3.4617
H 1.9185 4.3748 2.6653
H 0.2516 2.6906 1.8386
H -0.2096 -1.2699 3.6594
H -2.5393 -1.1220 4.4639
```

---

Entry 4:
ORCA calculation (ωB97M-V/def2-TZVPD) on a structure of composition C27H31N3O4S in a non-equilibrium geometry.

Output
energy above the lowest of the compared OMol25 structures with the same formula, charge and spin	549.6	kcal per mole
2S+1	1
gap between HOMO and LUMO	8.9807	eV
HOMO	-8.93	eV
calculated total energy	-51975.461	eV

```
66
C27H31N3O4S ωB97M-V/def2-TZVPD
O -1.4156 4.1699 -0.2886
C -0.5308 3.5454 -0.3762
N -0.2396 2.2418 -0.2105
C -0.9377 1.2135 0.3095
C -2.4068 1.4559 0.5948
C -2.9384 0.2447 0.9362
C -2.2142 -1.0272 1.2247
C -1.0445 -0.9819 0.8704
C -0.2516 0.1118 0.4920
H 0.7848 -0.0956 0.4386
H -0.4297 -2.0286 0.9224
S -3.3112 -2.2406 1.3984
O -2.5980 -3.3511 2.0988
O -4.3865 -2.0129 2.2788
N -4.0841 -2.6148 -0.0190
C -3.0597 -3.6400 -0.7824
H -2.3741 -4.0019 -0.0818
C -4.0176 -4.7893 -1.2194
H -4.5735 -4.5825 -2.4197
C -5.1150 -4.8035 -0.2907
H -4.9329 -5.1282 0.6465
H -5.9281 -5.2378 -0.6879
C -5.3073 -3.2766 -0.1150
H -5.6743 -3.0803 0.9260
H -6.0331 -2.5704 -1.0360
H -3.6109 -5.7451 -1.3393
H -2.8437 -3.0173 -1.5152
H -4.0721 0.2978 0.8048
H -2.6061 2.2672 0.3382
C 1.3096 2.3595 -0.3845
C 1.7303 1.6520 -1.7218
C 0.8565 1.2000 -2.4845
C 1.2894 0.2391 -3.6840
C 0.2595 -0.3329 -4.2403
C 0.5983 -1.1290 -5.3933
C 1.9370 -1.3607 -6.0670
C 2.7859 -0.5437 -5.2074
C 2.7822 -0.0849 -4.0400
H 3.4433 0.6119 -3.5721
H 4.1122 -0.7720 -5.5761
H 2.1601 -2.0752 -6.6398
H 0.0612 -1.7411 -6.0170
H -0.6614 -0.2157 -3.9898
H -0.1295 1.2341 -2.2196
H 2.8657 1.6308 -1.7194
C 2.1226 2.1454 0.7991
O 3.3710 1.8866 0.6817
N 1.5768 2.3096 2.0908
H 0.6335 2.6759 1.8754
C 2.4955 2.2914 3.2015
C 2.8930 0.8668 3.4005
H 3.4542 0.5878 2.5168
H 1.9708 0.0551 3.5385
C 3.8653 0.9194 4.7413
H 3.3204 0.6434 5.6518
H 4.8502 0.1775 4.5177
C 4.2581 2.5888 4.6825
H 4.0849 3.0202 5.5688
H 5.3879 2.5891 4.4466
C 3.6447 2.8271 3.4737
H 4.0798 3.1079 2.5852
H 3.3284 4.0856 3.6175
H 1.5328 2.4855 3.9868
C 1.2064 3.9553 -0.6610
H 1.1646 4.1903 -1.6564
H 1.5108 4.5967 -0.0005
```